1.
32
Properties=species:S:1:pos:R:3 method="wB97M-V/def2-TZVPD" orbital_gap_ev=8.32 smiles="NC(N)[C@H](N1CCCCCC1)[N+](=O)[O-]" total_energy_ha=-684.9590 lumo_ev=0.4 de_lowest_kcal_mol=122.2
C -2.365 -1.069 1.218
C -0.683 -0.391 -1.465
C 1.307 -0.250 -0.145
O 2.749 -0.062 1.576
H -3.877 -1.406 -0.450
H -2.270 1.155 1.913
H 0.275 1.305 1.212
C -2.913 -0.985 -0.214
H -1.139 1.548 -0.035
H -1.018 -0.046 2.471
O 0.890 -1.146 1.967
H -3.181 -0.004 -0.409
H 3.894 0.391 -2.039
H 2.365 2.938 -0.313
H -3.160 -1.283 1.888
H -1.466 -2.359 -1.010
H 1.680 1.142 -1.633
H -2.300 -1.344 -2.240
C -1.849 -1.382 -1.270
N -0.083 -0.039 -0.261
H 2.864 1.966 0.933
N 3.523 0.467 -1.108
H -1.626 -1.905 1.225
C -0.708 0.884 0.695
N 1.678 -0.493 1.278
H -1.260 0.558 -1.839
H 1.529 -1.172 -0.575
C 2.219 0.936 -0.691
H 0.068 -0.658 -2.130
H 4.318 0.372 -0.409
C -1.644 0.234 1.672
N 2.183 2.098 0.189


2.
32
Properties=species:S:1:pos:R:3 method="wB97M-V/def2-TZVPD" orbital_gap_ev="7.27 / 7.24" total_energy_ha=-987.1768 charge=+1 lumo_ev="-3.3 / -3.3" de_lowest_kcal_mol=89.4
H 3.320 2.679 -0.696
H 0.983 3.883 -0.695
C 1.225 -0.410 0.251
H 0.056 -2.736 0.988
H 3.812 1.487 0.611
C 0.662 3.071 0.003
N 1.095 -1.489 -0.451
C 0.721 -2.820 0.056
H 1.187 -3.902 -1.691
C 0.250 -3.760 -1.056
H 1.569 -3.288 0.502
C -4.334 0.031 0.101
H -0.130 2.517 -0.584
H 1.549 1.821 1.435
C -3.616 -0.143 -0.997
H 0.227 3.558 0.881
N -1.628 -0.148 0.780
N -3.833 0.436 1.366
H 0.049 -4.686 -0.421
S -1.772 -0.309 -0.896
H -0.564 -3.309 -1.634
H -5.482 0.007 -0.041
N -2.580 0.363 1.493
H 3.354 3.190 1.016
H -2.232 0.408 2.525
H -3.932 -0.348 -2.007
C 1.660 2.025 0.465
N 1.480 0.742 -0.266
H 0.800 -1.320 -1.371
H 1.817 0.524 -1.221
H 1.159 -0.536 1.275
C 3.127 2.463 0.278


3.
30
Properties=species:S:1:pos:R:3 method="wB97M-V/def2-TZVPD" orbital_gap_ev=8.67 total_energy_ha=-595.7447 charge=+1 lumo_ev=-3.6 de_lowest_kcal_mol=40.9
C 1.923 -2.135 -0.714
C -1.473 0.995 -1.466
C -1.646 -1.481 0.214
H 2.594 2.210 -0.549
H -1.160 -2.136 0.985
H -2.528 0.903 -1.595
O -0.949 2.062 0.484
H -2.745 -0.185 2.393
H 2.513 -2.668 0.000
C -1.087 0.810 0.021
H 1.667 1.812 0.918
H -1.305 2.033 -1.978
N -1.530 -0.145 0.775
O 1.476 -0.958 1.336
H -1.070 -1.598 -0.608
H 0.888 2.490 -0.540
C 1.222 0.374 -0.661
H 1.268 -2.910 -1.192
H -1.132 2.085 1.372
H -2.622 -1.835 0.044
H -1.388 0.985 2.606
H -0.890 0.177 -2.099
H -1.144 -0.828 2.695
C 1.526 -0.825 -0.028
C -1.704 -0.061 2.184
H 2.651 -1.842 -1.444
H 1.997 -0.205 1.662
O 1.124 0.352 -2.056
C 1.639 1.805 -0.202
H 1.885 0.719 -2.560


4.
27
Properties=species:S:1:pos:R:3 method="wB97M-V/def2-TZVPD" orbital_gap_ev=10.31 smiles="CCC(C)C.CCC=O" total_energy_ha=-390.7722 lumo_ev=0.9 de_lowest_kcal_mol=52.4
H 1.937 2.179 0.240
H 0.949 -4.068 -0.291
H -1.588 3.145 0.907
C -0.798 0.755 -0.474
C -0.523 -2.489 -0.470
H -0.476 1.141 1.808
H -0.648 0.848 -2.629
C -0.503 3.078 0.858
H -1.673 1.405 -0.467
H 0.410 1.971 -1.801
C -0.106 -3.908 -0.074
H -0.332 -2.324 -1.532
C 1.453 1.505 0.943
C -0.009 0.966 -1.752
H -1.589 -2.350 -0.275
H -1.331 -0.191 -0.455
H -0.267 -4.080 0.991
H -0.697 -4.644 -0.620
C -0.022 1.648 0.956
H 1.710 0.444 0.639
H -0.173 3.532 -0.078
H 1.871 1.588 1.946
H -0.079 -1.372 1.378
C 0.283 -1.502 0.340
H -0.090 3.661 1.685
O 1.449 -1.233 0.055
H 0.842 0.293 -1.829